22
Properties=species:S:1:pos:R:3:forces:R:3 method="wB97M-V/def2-TZVPD" homo_lumo_gap_ev=10.597 total_charge=0 lumo_energy_ev=0.7 smiles="CC[C@H](C)CC=O.O" e_tot_ev=-10543.5803
C 0.262544 -1.953899 1.562255 -0.282 0.143 -0.420
C -0.479672 -0.656927 1.219361 0.055 -0.171 0.189
C -0.511685 -0.314408 -0.269331 0.406 0.192 0.128
C 0.887176 -0.354609 -0.903436 0.190 -0.124 0.027
C -1.204045 1.049421 -0.431317 -0.416 -0.249 0.264
C -1.282985 1.475768 -1.868229 -0.161 0.149 -0.218
O -2.251967 1.263890 -2.551351 -0.070 -0.051 -0.002
H -0.242170 -2.761330 1.022960 0.096 -0.167 0.296
H 1.308391 -1.986757 1.255620 -0.002 0.215 -0.040
H 0.240014 -2.132004 2.633231 -0.125 -0.198 0.082
H -1.521353 -0.788253 1.525226 0.026 0.113 0.198
H -0.092423 0.199137 1.792988 0.062 -0.145 -0.134
H -1.139200 -1.065367 -0.744392 -0.098 -0.041 -0.241
H 1.658979 -0.293544 -0.138171 0.057 0.176 0.065
H 1.085898 -1.278017 -1.445009 -0.131 -0.117 0.044
H 1.072838 0.449434 -1.606714 -0.040 0.157 -0.081
H -2.233881 0.942202 -0.085021 -0.062 -0.003 -0.046
H -0.750268 1.792952 0.230259 0.328 0.082 -0.324
H -0.417963 1.978807 -2.337311 0.145 0.029 0.193
O 3.327939 -0.078432 2.301178 -0.594 -0.016 0.055
H 3.222538 -0.179079 1.349525 0.164 0.015 -0.017
H 2.410768 -0.097439 2.622284 0.453 0.009 -0.018

22
Properties=species:S:1:pos:R:3:forces:R:3 method="wB97M-V/def2-TZVPD" homo_lumo_gap_ev=9.630 total_charge=0 lumo_energy_ev=0.6 smiles="C=C/C(C)=C/C.O.O" e_tot_ev=-10542.7605
C -2.153713 0.689861 0.208083 -0.474 -0.245 -0.237
C -1.665927 -0.018869 -0.800224 0.227 -0.143 -0.064
C -0.235965 -0.343061 -1.044315 -0.101 0.317 0.009
C 0.354727 0.439436 -2.184373 0.140 -0.057 -0.533
C 0.391125 -1.283011 -0.348989 0.274 -0.482 0.086
C 1.815558 -1.763641 -0.528800 -0.816 1.105 -0.744
H -1.537290 1.116941 0.981699 0.064 -0.020 0.006
H -3.224038 0.862001 0.236739 0.040 0.074 0.151
H -2.334233 -0.382127 -1.578032 -0.139 0.094 0.019
H -0.002897 0.047037 -3.143394 -0.184 0.061 0.065
H 1.434744 0.397117 -2.265485 0.206 -0.080 0.252
H 0.073374 1.494859 -2.166443 -0.133 -0.043 0.118
H -0.174661 -1.816815 0.409390 -0.083 0.095 0.031
H 1.808587 -2.745719 -0.999856 0.238 -0.290 0.570
H 2.329531 -1.671050 0.423064 0.283 -0.573 -0.001
H 2.309172 -1.114595 -1.254013 0.214 -0.007 0.166
O 0.489138 1.994545 0.862540 -0.175 -0.348 0.023
H 0.565372 2.344761 -0.034064 0.239 0.170 0.427
H 1.013621 2.501328 1.484734 0.193 0.307 -0.292
O 0.343454 -0.361552 2.998446 0.017 0.071 -0.168
H -0.521680 0.057727 2.948735 -0.030 -0.042 0.088
H 0.674549 -0.251801 2.097079 0.000 0.036 0.027

22
Properties=species:S:1:pos:R:3:forces:R:3 method="wB97M-V/def2-TZVPD" homo_lumo_gap_ev=9.013 total_charge=0 lumo_energy_ev=0.4 smiles="C=C(C)/C=C/C.O.O" e_tot_ev=-10541.3832
C 2.896696 -0.871289 -1.598131 0.348 -0.844 3.005
C 1.710140 -0.288631 -1.381345 1.392 1.114 -1.965
C 1.051880 0.562994 -2.405793 3.182 3.961 -1.826
C 0.917430 -0.210010 -0.207796 0.224 -0.908 2.184
C 0.761805 -1.292551 0.561400 1.052 -0.070 -0.713
C -0.043991 -1.397453 1.738598 -4.374 0.458 1.410
H 3.436395 -0.728107 -2.520558 0.016 -0.279 -0.078
H 3.406010 -1.420619 -0.672144 -0.985 1.141 -2.369
H 1.648011 0.638743 -3.416281 -1.566 -0.548 1.717
H 0.045589 0.346614 -2.445203 -2.232 -0.900 -0.925
H 0.979180 1.731439 -2.096355 0.556 -2.480 -0.220
H 0.562816 0.820269 0.022970 -0.215 -1.070 0.078
H 1.292924 -2.237284 0.359686 -0.240 0.614 -0.715
H -1.183972 -1.684622 1.394714 2.543 0.679 0.866
H -0.149476 -0.405082 2.280283 0.096 -1.271 -0.385
H 0.218010 -2.217461 2.416557 0.188 0.430 -0.055
O -3.255313 1.207588 3.283925 -0.127 -0.007 -2.040
H -3.838553 1.011209 2.461707 1.975 0.722 1.866
H -2.374930 1.569218 2.976288 -1.825 -0.700 0.149
O -2.955360 1.558299 0.012301 0.721 0.034 1.723
H -3.120247 1.580066 -0.909391 -0.082 0.059 -1.387
H -2.005036 1.726670 0.144570 -0.644 -0.134 -0.320

Number 1: maximum force 0.6 eV Å⁻¹. Number 2: maximum force 1.6 eV Å⁻¹. Number 3: maximum force 5.4 eV Å⁻¹.